# 1
ORCA calculation (ωB97M-V/def2-TZVPD) on a molecular structure, C51H44AuGeN2P2S2.

XYZ file:
```
103
Properties=species:S:1:pos:R:3
Au -0.3457 -0.7808 -0.2475
Ge -1.8245 1.8686 -2.3254
S -2.7551 -1.9303 -4.0101
S -0.7039 0.2141 -3.4700
P 2.0752 -0.7081 -0.4372
P -0.0255 -0.3760 2.0798
N 2.7801 -0.1249 2.2417
N -1.8190 -1.4712 -1.6757
C 3.9033 -0.2658 4.4145
C -0.9078 3.5028 -2.8769
C -0.9957 -2.9109 2.5029
C 0.5609 5.7571 -3.5555
C 0.2049 3.3690 3.6119
C -0.6022 3.7553 -4.2124
C 4.1449 0.3905 -3.7223
C 0.5589 2.0834 3.2402
C 2.1970 -4.4143 -1.8777
C -0.4010 1.2697 2.6296
C 3.6246 1.6524 -3.9850
C 0.1374 4.8825 -4.5479
C 1.6678 -0.9227 2.6163
C 2.0888 1.4383 -2.1550
C -4.5146 -4.6363 -1.5645
C -1.8308 -1.2057 4.0265
C 2.5994 2.1770 -3.2025
C 1.9723 -3.0652 -1.6833
C -2.0238 3.0434 2.7271
C 5.2940 2.0674 3.8550
C -3.0658 -3.1525 -0.3148
C 4.3936 1.5638 2.9296
C 2.5434 -2.4154 -0.5705
C -1.0720 3.8519 3.3430
C -1.7347 -3.8689 3.1708
C -2.7360 -2.5111 -1.5044
C 2.9735 -5.1163 -0.9597
C 3.6435 -0.3658 -2.6781
C -1.6934 1.7527 2.3640
C -1.0433 -1.5772 2.9325
C -4.3265 1.2486 -3.7296
C 0.2529 5.5074 -2.2239
C 4.7974 0.2531 5.3348
C 3.5334 -4.4735 0.1409
C -3.3436 -2.9109 -2.6989
C 3.3134 -3.1234 0.3532
C -4.4649 1.3111 -1.3165
C -6.3981 0.7273 -2.6231
C -1.7461 -1.0770 -2.9281
C -3.9399 -4.2193 -0.3592
C -3.7288 1.4532 -2.4898
C -5.6619 0.8733 -3.7920
C -2.5216 -3.4999 4.2580
C -5.8026 0.9440 -1.3881
C 3.6872 0.3866 3.1964
C -4.2388 -3.9748 -2.7442
C 2.9424 0.2574 0.8706
C 5.5042 1.4163 5.0609
C 2.6256 0.1758 -1.8856
C -2.5560 -2.1790 4.6918
C -0.4899 4.3849 -1.8812
H -0.7517 4.1992 -0.8448
H 4.9468 -0.0082 -4.3292
H 1.5563 1.7174 3.4513
H 4.1510 -5.0298 0.8336
H -6.1270 0.7116 -4.7568
H 2.1997 3.1580 -3.4111
H -3.1452 -1.9100 5.5589
H 4.0209 2.2306 -4.8101
H -3.1079 -4.2489 4.7752
H -1.3243 4.8693 3.6146
H -5.1824 -5.4875 -1.5696
H 0.9284 3.9972 4.1145
H -4.6940 -4.2696 -3.6814
H -3.7651 1.3880 -4.6475
H 4.9610 -0.2678 6.2697
H -2.4284 1.1082 1.8915
H -0.3729 -3.1980 1.6602
H 2.5806 1.2767 0.6651
H 1.7777 -4.9174 -2.7389
H 4.0035 0.2352 0.5979
H 1.1154 6.6470 -3.8238
H -1.8542 -0.1760 4.3588
H -0.9435 3.0840 -4.9931
H 1.5955 -0.9753 3.7013
H 5.8246 2.9852 3.6371
H 1.2830 1.8384 -1.5474
H 3.7657 -2.6270 1.2050
H -6.3794 0.8387 -0.4777
H -2.6520 -2.8114 0.6238
H 1.7272 -1.9484 2.2251
H -4.1883 -4.7419 0.5558
H 4.2213 2.1143 2.0119
H 6.2156 1.8066 5.7756
H 0.3721 5.0786 -5.5870
H -1.6970 -4.9012 2.8461
H 0.5782 6.1921 -1.4506
H 4.0519 -1.3448 -2.4660
H 3.1479 -6.1751 -1.1045
H 1.3791 -2.4940 -2.3928
H 3.4121 -1.2053 4.6408
H -7.4457 0.4618 -2.6788
H -4.0015 1.4907 -0.3521
H -3.0178 3.4250 2.5327
H -1.4438 1.5824 -0.8383
```

The calculation puts the HOMO energy at -15.006 eV. Its energy above the lowest of the compared OMol25 structures with the same formula, charge and spin is 0.0 kJ/mol. The LUMO energy comes out at -11.23 eV. The total charge is +3.

Atom charges from the Löwdin analysis, given in e for atoms 1 to 99: Au 0.841; Ge 0.811; S 1.152; S 0.660; P 1.037; P 1.013; N -0.198; N -0.140; C -0.026; C -0.368; C -0.129; C -0.057; C -0.025; C -0.119; C -0.024; C -0.042; C -0.030; C -0.369; C -0.003; C -0.066; C -0.288; C -0.133; C -0.039; C -0.046; C -0.032; C -0.100; C -0.039; C -0.054; C -0.023; C -0.037; C -0.385; C -0.013; C -0.047; C -0.309; C -0.010; C -0.047; C -0.109; C -0.362; C -0.126; C -0.065; C -0.052; C -0.027; C -0.426; C -0.061; C -0.129; C -0.050; C -1.077; C -0.045; C -0.358; C -0.058; C -0.012; C -0.064; C -0.256; C -0.047; C -0.270; C -0.054; C -0.374; C -0.024; C -0.133; H 0.090; H 0.129; H 0.100; H 0.128; H 0.119; H 0.107; H 0.129; H 0.130; H 0.130; H 0.129; H 0.125; H 0.128; H 0.128; H 0.109; H 0.121; H 0.104; H 0.100; H 0.105; H 0.126; H 0.135; H 0.119; H 0.115; H 0.103; H 0.114; H 0.119; H 0.085; H 0.118; H 0.113; H 0.075; H 0.085; H 0.117; H 0.107; H 0.120; H 0.119; H 0.126; H 0.114; H 0.118; H 0.130; H 0.104; H 0.110

# 2
ORCA calculation (ωB97M-V/def2-TZVPD) on a single C3H3NO3 molecule.

XYZ file:
```
10
Properties=species:S:1:pos:R:3
O 0.5142 -0.2299 -1.0352
O -1.1046 -1.5954 0.7556
O 1.7105 -0.3141 0.8261
N -0.8860 1.5801 -0.6783
C 1.5858 -0.7006 -0.4396
C -0.5258 0.4091 -0.4084
C -1.3484 -0.4414 0.5219
H -0.2552 2.0247 -1.3484
H -2.2032 0.1098 0.9444
H 2.5127 -0.8423 0.8618
```

The calculation puts the HOMO energy at -9.678 eV. Its energy above the lowest of the compared OMol25 structures with the same formula, charge and spin is 356.8 kJ/mol. The LUMO energy comes out at -0.50 eV.

For each atom in turn, the Löwdin charge in e is: O 0.014; O 0.100; O 0.067; N 0.218; C -0.133; C -0.396; C -0.174; H 0.090; H 0.131; H 0.084

# 3
ORCA calculation (ωB97M-V/def2-TZVPD) on a molecular structure, C22H19N7OPtS2.

XYZ file:
```
52
Properties=species:S:1:pos:R:3
Pt 0.7768 1.9991 0.5768
S 1.0709 4.2350 1.8690
S -1.1683 2.4263 2.1918
O -1.6355 -0.6242 -5.2273
N 2.2438 4.5401 5.3816
N -1.5442 2.4801 5.9392
N 2.0447 0.9603 1.8562
N 4.1232 -1.3988 4.5737
N -1.7262 -0.7578 -2.9396
N -1.8062 1.2825 -4.0415
N -0.2716 2.7290 -1.0372
C 2.6492 -1.1990 2.6806
C 3.4334 -0.6323 3.6963
C -1.1075 -4.3827 -3.3995
C 1.9821 -0.3782 1.8040
C -1.7147 -3.9520 -1.1348
C -1.8414 -2.6060 -1.4236
C 0.0421 3.3914 2.9696
C 1.2825 4.1128 4.9170
C -0.6138 1.8487 -1.9818
C 0.1607 3.5021 4.3371
C -1.5212 4.4043 -2.1654
C 3.5154 0.7669 3.7283
C -1.2401 -6.3250 -1.8126
C 2.8259 1.5080 2.7982
C -0.7791 2.9383 5.2137
C -1.8870 3.5053 -3.1455
C -0.7211 3.9798 -1.1184
C -1.6044 -2.1395 -2.7135
C -1.6945 -0.1105 -4.1351
C -1.4476 2.1775 -3.0531
C -1.2300 -3.0395 -3.7052
C -1.3487 -4.8624 -2.1182
H 1.3594 -0.8073 1.0256
H -2.1673 -6.8302 -2.0845
H -1.9050 -4.2965 -0.1287
H 3.8716 -2.3676 4.6692
H -0.4321 -6.7780 -2.3823
H 2.5665 -2.2714 2.6019
H -0.4079 4.6587 -0.3378
H -0.8155 -5.0736 -4.1771
H 4.1045 1.2596 4.4882
H -1.0641 -6.4877 -0.7521
H -1.8525 5.4281 -2.2133
H 2.8852 2.5893 2.8236
H -2.0717 1.6926 -4.9277
H 4.5190 -0.9488 5.3812
H -2.1274 -1.9096 -0.6460
H -1.0455 -2.6883 -4.7066
H -2.4974 3.8154 -3.9795
H -0.1666 0.8632 -1.9114
H -2.0008 -0.2276 -2.1235
```

The calculation puts the HOMO energy (spin up / spin down) at -7.463 / -7.832 eV. Its expectation value of S² is 2.015. Its energy above the lowest of the compared OMol25 structures with the same formula, charge and spin is 0.0 kJ/mol. The spin multiplicity is 3. The LUMO energy (spin up / spin down) comes out at -0.35 / -1.32 eV.

For each atom in turn, the Löwdin charge in e is: Pt 0.727; S 0.588; S 0.550; O 0.089; N 0.156; N 0.158; N -0.167; N 0.135; N 0.133; N 0.133; N -0.170; C -0.005; C -0.312; C -0.035; C -0.141; C -0.047; C -0.026; C -1.167; C -0.272; C -0.087; C -0.398; C -0.027; C 0.012; C -0.054; C -0.134; C -0.258; C 0.012; C -0.145; C -0.222; C -0.508; C -0.212; C -0.005; C -0.288; H 0.103; H 0.085; H 0.112; H 0.107; H 0.077; H 0.112; H 0.060; H 0.115; H 0.120; H 0.074; H 0.115; H 0.067; H 0.154; H 0.108; H 0.111; H 0.101; H 0.120; H 0.107; H 0.134